[1]
The following is a quantum chemistry calculation of a single C5H9NO molecule, from OMol25.

**Gap between HOMO and LUMO**: 10.412 eV
**Structure (SMILES)**: C[C@H]1N[C@H]1CC=O
**LUMO energy**: 0.89 eV

Structure (XYZ):
```
16
C5H9NO, DFT wB97M-V/def2-TZVPD
C -1.005 -0.739 0.864
C -1.190 0.213 -0.310
N -0.614 1.565 -0.203
C -0.010 0.597 -1.115
C 1.296 -0.008 -0.648
C 1.351 -0.382 0.823
O 1.774 -1.452 1.231
H -1.276 -0.266 1.810
H -1.548 -1.657 0.696
H -0.035 -1.242 1.032
H -2.157 0.138 -0.807
H -1.179 2.235 -0.724
H -0.121 0.760 -2.190
H 2.121 0.703 -0.750
H 1.518 -0.914 -1.218
H 1.075 0.448 1.507
```

=====

[2]
The following is a quantum chemistry calculation of a single C8H8N4 molecule, from OMol25.

**Gap between HOMO and LUMO (alpha / beta)**: 7.825 / 7.828 eV
**LUMO energy (alpha / beta)**: 0.03 / 0.03 eV

Structure (XYZ):
```
20
C8H8N4, DFT wB97M-V/def2-TZVPD
C -2.088 1.257 -0.440
C -0.921 1.953 -0.278
C -1.988 -0.179 -0.188
C -0.479 -2.050 0.476
C 0.738 -2.114 -0.058
C -0.960 -0.691 0.606
C 0.180 1.409 0.436
C -0.057 0.205 1.089
N 1.477 1.842 0.247
N 1.184 -0.951 -0.694
N 2.373 0.891 0.111
N 2.387 -0.352 -0.401
H -2.926 1.619 -0.994
H -0.845 2.895 -0.727
H -2.756 -0.904 -0.611
H -1.206 -2.781 0.766
H 1.506 -2.852 -0.123
H 0.786 -0.047 1.783
H 0.319 -0.413 -1.154
H 3.277 1.264 0.154
```

=====

[3]
The following is a quantum chemistry calculation of a molecular structure, C44H43AsBrCsN10O4S4, from OMol25.

**Gap between HOMO and LUMO**: 3.504 eV
**LUMO energy**: 2.87 eV
**Total charge**: -2

Structure (XYZ):
```
108
C44H43AsBrCsN10O4S4, DFT wB97M-V/def2-TZVPD
Cs -0.228 0.540 0.889
C 3.992 -4.295 -4.203
C 3.361 -3.247 -3.327
C 3.989 -2.746 -2.231
C 3.384 -1.739 -1.413
C 4.148 -1.138 -0.419
N 3.988 0.046 0.155
C 3.133 1.135 -0.304
C 3.466 2.473 0.343
C 3.192 3.619 -0.631
N 1.838 3.609 -1.145
C 0.979 4.586 -0.970
C -0.366 4.509 -1.360
C -1.184 5.646 -1.167
C -2.538 5.588 -1.294
C -3.427 6.767 -1.012
C -3.098 4.318 -1.547
C -2.354 3.189 -1.773
C -3.073 1.889 -1.902
N -3.300 1.198 -2.942
C -2.768 1.625 -4.227
C -1.505 0.829 -4.559
C -1.718 -0.686 -4.506
N -0.445 -1.406 -4.382
C 0.102 -1.267 -3.245
C 1.400 -1.843 -2.887
C 2.073 -2.728 -3.671
C 1.970 -1.439 -1.608
O 1.299 -0.887 -0.727
C -0.922 3.231 -1.704
O -0.195 2.196 -1.895
H 4.989 -4.561 -3.851
H 4.080 -3.946 -5.236
H 3.388 -5.207 -4.220
H 4.994 -3.077 -1.983
H 5.042 -1.664 -0.089
H 4.601 0.263 0.925
H 2.104 0.883 -0.091
H 3.217 1.169 -1.397
H 4.520 2.520 0.641
H 2.837 2.623 1.226
H 3.891 3.555 -1.473
H 3.357 4.568 -0.119
H 1.358 2.754 -1.498
H 1.343 5.501 -0.512
H -0.709 6.569 -0.849
H -2.834 7.667 -0.847
H -3.991 6.568 -0.098
H -4.124 6.956 -1.835
H -4.181 4.225 -1.524
H -3.480 1.524 -0.954
H -2.521 2.693 -4.241
H -3.542 1.439 -4.979
H -0.759 1.104 -3.812
H -1.120 1.125 -5.541
H -2.237 -1.036 -5.402
H -2.358 -0.908 -3.646
H -0.374 -0.649 -2.474
H 1.602 -3.048 -4.596
O 2.559 -2.825 8.672
N 2.905 -2.029 7.812
O 3.909 -1.345 7.902
C 2.106 -1.952 6.593
C 1.485 -3.100 6.229
C 0.748 -3.158 5.018
C 0.039 -4.312 4.631
C -0.687 -4.292 3.473
C -0.683 -3.118 2.701
N -0.016 -2.035 3.026
C 0.692 -2.032 4.171
C 1.347 -0.796 4.577
N 1.239 0.262 3.754
C 1.693 1.428 4.168
C 2.304 1.601 5.423
C 2.501 0.522 6.234
C 2.027 -0.743 5.814
H 1.560 -3.973 6.863
H 0.067 -5.190 5.267
H -1.257 -5.150 3.142
H -1.229 -3.091 1.762
H 1.516 2.278 3.506
H 2.593 2.597 5.730
H 2.987 0.632 7.189
S -2.485 5.447 2.537
As -1.600 3.547 2.845
S 0.423 3.546 1.841
S -2.868 1.975 1.942
S -1.148 2.958 4.853
N -1.095 -4.747 -2.591
C -0.236 -5.548 -1.876
C 0.017 -4.861 -0.724
N -0.651 -3.661 -0.733
C -1.320 -3.628 -1.858
H -1.475 -4.924 -3.503
H 0.110 -6.498 -2.244
H 0.658 -5.143 0.095
H -1.995 -2.848 -2.177
Br -5.661 -1.340 -3.418
C -4.973 -1.073 -1.653
C -5.743 -0.369 -0.737
C -5.233 -0.242 0.543
C -4.003 -0.816 0.845
C -3.312 -1.445 -0.167
N -3.798 -1.589 -1.411
H -6.684 0.072 -1.032
H -5.751 0.331 1.301
H -3.562 -0.674 1.823
H -2.309 -1.826 -0.020
```

=====

[4]
The following is a quantum chemistry calculation of 2 unconnected molecules or ions with the total composition C3H6N2O3, from OMol25.

**Gap between HOMO and LUMO**: 9.824 eV
**Structure (SMILES)**: C[N+](=O)[O-].CC#[N+][O-]
**LUMO energy**: 0.36 eV

Structure (XYZ):
```
14
C3H6N2O3, DFT wB97M-V/def2-TZVPD
C 1.567 -1.641 0.381
N 1.880 -0.251 0.342
O 2.834 0.073 1.001
O 1.254 0.502 -0.324
H 2.526 -2.262 0.370
H 0.804 -2.054 -0.447
H 1.114 -1.737 1.337
C -1.564 1.983 -0.470
C -1.684 0.566 -0.037
N -2.018 -0.530 -0.148
O -2.026 -1.708 -0.160
H -0.986 2.563 0.284
H -1.212 1.833 -1.497
H -2.490 2.662 -0.633
```

=====

[5]
The following is a quantum chemistry calculation of a molecular structure, C21H16Cl2FeN2OS5, from OMol25.

**Gap between HOMO and LUMO (alpha / beta)**: 6.844 / 5.507 eV
**Spin multiplicity**: 2
**LUMO energy (alpha / beta)**: 2.30 / 0.94 eV
**Total charge**: -1

Structure (XYZ):
```
48
C21H16Cl2FeN2OS5, DFT wB97M-V/def2-TZVPD
Fe 0.440 0.137 -0.039
Cl 0.555 -3.006 -3.841
C 1.678 -1.726 -3.503
C 2.678 -1.445 -4.435
C 3.598 -0.457 -4.210
Cl 4.861 -0.165 -5.380
C 3.547 0.314 -3.027
C 4.483 1.308 -2.667
C 4.356 1.951 -1.469
C 3.264 1.645 -0.639
N 2.349 0.762 -0.961
C 2.499 0.059 -2.118
C 1.554 -1.025 -2.298
O 0.695 -1.264 -1.391
H 2.724 -2.031 -5.342
H 5.305 1.527 -3.334
H 5.078 2.690 -1.153
H 3.147 2.152 0.305
C 0.858 2.831 1.338
N -0.105 1.734 1.408
C -0.270 1.381 2.824
C -1.413 2.202 0.880
C -1.382 2.241 -0.624
C -2.001 3.258 -1.336
C -2.074 3.178 -2.720
C -1.548 2.063 -3.353
C -0.909 1.066 -2.628
C -0.754 1.128 -1.235
H 0.483 3.707 1.888
H 1.019 3.108 0.298
H 1.798 2.514 1.793
H -0.645 2.249 3.385
H 0.683 1.064 3.246
H -0.977 0.561 2.913
H -1.684 3.168 1.334
H -2.158 1.470 1.207
H -2.437 4.104 -0.814
H -2.548 3.967 -3.292
H -1.633 1.972 -4.431
H -0.535 0.208 -3.172
S 1.592 -5.976 4.006
C 1.345 -4.537 3.246
S -0.132 -4.104 2.473
C 0.302 -2.492 1.934
C 1.622 -2.103 2.241
S 2.314 -0.626 1.869
S 2.543 -3.303 3.125
S -0.851 -1.583 1.138
```

=====

[6]
The following is a quantum chemistry calculation of a molecular structure, C23H11BCl5CrF12N3, from OMol25.

**Gap between HOMO and LUMO (alpha / beta)**: 6.552 / 6.745 eV
**Spin multiplicity**: 2
**LUMO energy (alpha / beta)**: 1.73 / 1.93 eV
**Total charge**: -1

Structure (XYZ):
```
56
C23H11BCl5CrF12N3, DFT wB97M-V/def2-TZVPD
Cr 0.123 -0.378 0.207
C 2.576 -1.288 -1.119
N 1.518 -1.828 -0.246
C 2.079 -2.178 1.069
C 2.475 -0.877 1.766
N 1.479 0.141 1.440
C 1.557 1.360 2.127
C 2.749 2.060 2.294
F 3.895 1.615 1.746
C 2.800 3.254 2.985
F 3.962 3.895 3.122
C 1.653 3.801 3.533
F 1.713 4.959 4.199
C 0.464 3.127 3.365
F -0.654 3.666 3.869
C 0.397 1.921 2.681
F -1.990 1.107 3.226
C 0.745 -2.853 -0.954
C -0.074 -2.144 -2.048
N -0.386 -0.810 -1.552
C -0.733 0.182 -2.485
C -1.757 0.090 -3.419
F -2.437 -1.057 -3.546
C -2.091 1.155 -4.233
F -3.087 1.041 -5.120
C -1.388 2.346 -4.140
F -1.712 3.369 -4.937
C -0.334 2.463 -3.246
F 0.386 3.575 -3.212
C -0.022 1.380 -2.449
F 1.041 1.440 -1.640
H 3.351 -2.048 -1.271
H 3.014 -0.404 -0.663
H 2.158 -0.998 -2.078
H 2.948 -2.842 0.972
H 1.310 -2.701 1.633
H 3.483 -0.587 1.459
H 2.518 -1.067 2.846
H 0.085 -3.333 -0.233
H 1.401 -3.618 -1.389
H -0.968 -2.736 -2.255
H 0.494 -2.096 -2.987
F -0.065 3.163 -0.103
B -1.013 1.366 2.411
F -0.365 -1.570 2.807
Cl -1.460 1.392 0.643
C -2.935 0.705 0.498
C -0.905 -1.552 1.540
C -2.043 -2.231 1.429
Cl -2.700 -3.086 2.807
C -2.816 -2.445 0.204
Cl -2.675 -4.079 -0.408
C -3.666 -1.570 -0.326
Cl -4.682 -2.041 -1.643
C -3.789 -0.197 0.202
Cl -5.622 0.040 0.619
```